Record 1
ORCA calculation (wB97M-V/def2-TZVPD) on a 2-piece molecular cluster, C4H4OS overall.

* ΔE to the lowest compared entry with this formula, charge and spin: 180.6 kJ/mol
* Kohn-Sham gap (spin up / spin down): 7.019 / 6.378 eV

Geometry as ORCA input:
```
! wB97M-V def2-TZVPD RIJCOSX def2/J DEFGRID3
* xyz 0 3
C 1.51 0.33 -0.35
C 2.13 -0.73 -0.24
C 1.11 1.57 -0.43
C -1.00 -1.09 0.07
O 2.66 -1.75 -0.14
S -2.54 -1.02 -0.32
H 0.32 1.83 -1.16
H 1.38 2.34 0.32
H -0.35 -1.94 -0.04
H -0.76 -0.38 0.87
*
```

***

Record 2
ORCA calculation (wB97M-V/def2-TZVPD) on one molecule with the formula C13H17N3O2S.

* ΔE to the lowest compared entry with this formula, charge and spin: 133.8 kJ/mol
* Kohn-Sham gap: 8.779 eV

Geometry as ORCA input:
```
! wB97M-V def2-TZVPD RIJCOSX def2/J DEFGRID3
* xyz 0 1
C -5.11 -1.71 0.27
C -4.61 -0.31 -0.05
C -3.12 -0.24 -0.12
N -2.42 -1.33 -0.13
C -1.08 -1.20 -0.20
S 0.00 -2.56 -0.21
C 1.36 -1.48 -0.31
C 1.01 -0.17 -0.33
C -0.40 0.01 -0.26
C -1.16 1.22 -0.25
O -0.75 2.37 -0.28
N -2.55 0.99 -0.19
N -3.36 2.14 -0.11
C 2.04 0.91 -0.42
C 3.40 0.35 0.04
C 3.42 0.20 1.57
C 4.53 1.28 -0.40
O 3.67 -0.89 -0.62
C 2.78 -1.94 -0.33
H -4.77 -2.41 -0.48
H -4.73 -2.03 1.23
H -6.20 -1.72 0.30
H -5.02 0.03 -1.01
H -4.94 0.41 0.71
H -2.70 2.92 0.00
H -3.87 2.27 -0.98
H 2.12 1.24 -1.46
H 1.74 1.76 0.19
H 4.31 -0.35 1.87
H 3.43 1.18 2.03
H 2.54 -0.34 1.92
H 5.48 0.92 -0.01
H 4.35 2.29 -0.04
H 4.59 1.29 -1.49
H 3.03 -2.42 0.63
H 2.94 -2.69 -1.12
*
```

***

Record 3
ORCA calculation (wB97M-V/def2-TZVPD) on a 2-piece molecular cluster, C2H2BrN overall.

* ΔE to the lowest compared entry with this formula, charge and spin: 390.0 kJ/mol
* Kohn-Sham gap (spin up / spin down): 7.963 / 7.959 eV

Geometry as ORCA input:
```
! wB97M-V def2-TZVPD RIJCOSX def2/J DEFGRID3
* xyz 0 1
C 1.11 -0.24 -1.78
C -0.82 0.58 1.32
N 0.53 -1.12 -1.36
Br -1.09 -1.13 1.96
H 1.74 0.58 -1.96
H -1.47 1.32 1.83
*
```

***

Record 4
ORCA calculation (wB97M-V/def2-TZVPD) on a 2-piece molecular cluster, C31H52N5O3 overall.

* Kohn-Sham gap: 7.955 eV

Geometry as ORCA input:
```
! wB97M-V def2-TZVPD RIJCOSX def2/J DEFGRID3
* xyz 1 1
C 2.79 -4.87 3.13
O 2.66 -4.47 1.77
C 3.88 -4.60 1.08
C 3.98 -3.64 -0.11
C 2.72 -3.62 -0.97
C 1.55 -2.79 -0.41
C 1.99 -1.40 0.15
C 0.72 -0.63 0.41
C 0.05 -0.85 1.66
C 0.61 -1.76 2.71
C 1.77 -1.03 3.39
N 2.83 -1.65 3.70
N -1.08 -0.25 1.92
N -1.55 0.56 0.99
C -2.86 1.17 1.31
C -1.01 0.88 -0.18
N -1.63 1.72 -1.06
C -1.59 2.99 -0.86
C -2.77 3.78 -1.38
C -0.52 3.75 -0.13
C 0.22 0.24 -0.51
C 0.88 0.50 -1.84
O 1.39 1.82 -1.99
C 2.58 2.00 -1.31
C 2.67 2.07 0.06
C 3.85 2.26 0.73
C 3.83 2.32 2.24
C 5.01 2.38 0.01
C 4.94 2.33 -1.35
C 3.75 2.16 -2.03
C 3.80 2.15 -3.55
C 2.80 3.17 -4.16
C 3.64 0.73 -4.11
H 2.83 -5.97 3.20
H 1.93 -4.50 3.69
H 3.67 -4.42 3.60
H 4.75 -4.40 1.73
H 4.01 -5.61 0.67
H 4.31 -2.64 0.20
H 4.79 -4.04 -0.73
H 2.38 -4.67 -1.04
H 2.91 -3.32 -2.00
H 0.86 -2.60 -1.25
H 0.98 -3.37 0.31
H 2.56 -1.59 1.06
H 2.62 -0.94 -0.60
H -0.15 -2.04 3.44
H 0.98 -2.69 2.27
H 1.66 0.05 3.55
H 3.48 -0.98 4.12
H -3.50 1.26 0.43
H -2.68 2.12 1.82
H -3.39 0.54 2.02
H -2.87 3.54 -2.45
H -2.67 4.85 -1.22
H -3.67 3.38 -0.90
H -0.80 4.81 -0.13
H -0.43 3.48 0.93
H 0.44 3.70 -0.63
H 1.70 -0.18 -2.04
H 0.13 0.31 -2.62
H 1.76 1.98 0.65
H 4.61 2.98 2.63
H 3.99 1.30 2.62
H 2.86 2.64 2.63
H 5.95 2.50 0.55
H 5.84 2.42 -1.94
H 4.79 2.50 -3.84
H 1.87 2.66 -4.43
H 2.63 3.98 -3.45
H 3.26 3.63 -5.04
H 3.60 0.76 -5.20
H 4.53 0.16 -3.82
H 2.79 0.19 -3.69
C -6.30 -1.59 -0.12
C -6.45 -0.34 0.75
C -7.82 -0.22 1.43
O -8.86 0.20 0.58
C -9.44 -0.82 -0.23
N -6.14 0.85 -0.05
H -6.81 -1.49 -1.07
H -5.24 -1.76 -0.34
H -6.68 -2.47 0.39
H -5.70 -0.42 1.55
H -7.75 0.55 2.20
H -8.10 -1.16 1.94
H -9.47 -1.78 0.30
H -8.90 -0.93 -1.17
H -10.46 -0.52 -0.46
H -6.14 1.66 0.55
H -6.93 1.01 -0.67
*
```